Entry 1:
A structure of composition C3H2FO3Sc at a distorted geometry, computed with ωB97M-V/def2-TZVPD.

Each line ends with the Mulliken charge.
Geometry (Å):
1 O 1.58595 1.21815 0.27219  -0.58
2 C 0.38640 1.73801 0.34593  0.38
3 C -0.68833 0.99255 0.70649  -0.34
4 H 0.25929 2.82361 0.24772  0.42
5 H -1.72291 1.25068 0.89773  0.38
6 F -0.27733 -0.21054 1.34971  -0.26
7 Sc 1.59065 -0.75139 0.49967  1.86
8 O -1.28703 -2.73492 -2.03449  -0.08
9 O 0.56969 -2.06546 -0.83251  -0.53
10 C -0.41638 -2.26068 -1.45243  0.76

Calculated values
gap between HOMO and LUMO (alpha / beta)	6.90 / 6.91	eV
total charge	+2
LUMO level (alpha / beta)	-11.600 / -11.599	eV

***

Entry 2:
A cluster of 2 separate species, C3H2FP in total at a distorted geometry, computed with ωB97M-V/def2-TZVPD.

Each line ends with the Mulliken charge.
Geometry (Å):
1 C 1.15054 -1.02561 0.55295  -0.31
2 C 1.90603 -0.13343 0.37537  0.21
3 F 2.74374 0.85694 0.32369  -0.24
4 H 0.38751 -1.77802 0.70816  0.34
5 C -2.05082 0.53531 -0.96669  -0.22
6 P -2.84733 0.46033 0.38660  -0.09
7 H -1.28967 1.08449 -1.38007  0.31

Calculated values
SMILES	C#CF.C#P
gap between HOMO and LUMO	9.95	eV
total charge	0
LUMO level	-0.175	eV

***

Entry 3:
A structure of composition C3H2HgMgO3 at a distorted geometry, computed with ωB97M-V/def2-TZVPD.

Each line ends with the Löwdin spin population.
Geometry (Å):
1 O 2.71489 -1.53625 0.75200  0.84
2 O 0.56012 -0.23013 -0.25407  0.08
3 C -0.28388 0.62463 -0.82207  -0.07
4 C 0.55833 -0.41576 1.17260  0.81
5 O -1.07945 1.27905 -0.12217  0.11
6 C 1.54782 -1.48766 1.48226  0.21
7 Mg -0.06057 0.69817 -2.93923  -0.76
8 H 1.21782 -2.48481 0.95520  0.11
9 H 1.71160 -1.55648 2.59321  0.01
10 Hg -1.18941 1.06635 1.95602  0.67

Calculated values
gap between HOMO and LUMO (alpha / beta)	5.83 / 5.97	eV
spin multiplicity	3
total charge	0
LUMO level (alpha / beta)	-1.527 / -1.229	eV

***

Entry 4:
A structure of composition C3H2HgO4 at a distorted geometry, computed with ωB97M-V/def2-TZVPD.

Each line ends with the Mulliken charge.
Geometry (Å):
1 O 0.00133 2.29584 -3.45732  -0.01
2 C 0.00130 1.66803 -2.51378  0.05
3 Hg 0.00120 0.00352 -0.00434  1.09
4 C 1.62270 -0.78133 -0.51751  0.36
5 C -1.62291 -0.77771 -0.51776  0.32
6 O 2.57224 -1.24115 -0.82098  0.02
7 O -2.57425 -1.23746 -0.82258  0.02
8 O 0.01359 1.70036 1.15987  -0.73
9 H 0.44398 1.37381 1.95707  0.45
10 H -0.92378 1.79948 1.35381  0.44

Calculated values
gap between HOMO and LUMO	11.12	eV
total charge	+2
LUMO level	-10.780	eV

***

Number 1: electronic energy -32684.601 eV. Number 2: electronic energy -15144.022 eV. Number 3: electronic energy -18897.071 eV. Number 4: electronic energy -15485.221 eV.